C33H29N7OReSSb as an isolated structure. Source: the OMol25 dataset; level of theory: ωB97M-V/def2-TZVPD.

## Properties
- HOMO energy (alpha / beta) (eV) = -16.1 / -16.1
- HOMO-LUMO gap (alpha / beta) (eV) = 7.55 / 5.91
- M (Da) = 879.68
- multiplicity = 4
- net charge = +3

Last column: Mulliken charge in e.
CARTESIAN COORDINATES (ANGSTROEM)
C -1.03124 0.17083 -3.25962  -1.588
C -6.10769 -1.05530 0.88623  -0.786
H -1.79878 0.03932 -4.01808  0.601
C 3.31992 2.37512 -1.46230  1.102
C 0.61245 -0.61557 2.53677  1.436
C 1.16978 -1.93789 2.08968  -1.630
C 5.24728 -2.70669 -1.67551  -0.409
C -6.47879 -2.12288 1.70113  0.499
C 0.19175 -0.56171 3.86595  -0.938
C -2.44556 2.13906 -2.76953  -0.918
C 4.08134 -2.29331 -2.28931  -0.755
N -0.67419 1.60491 -1.25262  0.663
C 3.48499 1.68884 -2.78455  -1.576
H -0.65894 0.62436 5.43541  0.489
O 2.66447 -0.30788 0.34244  -0.669
Re 0.94716 0.40365 -0.44541  -0.406
C -7.81998 -2.19152 2.21349  -0.159
N 0.52235 0.48480 1.74598  0.462
H 1.26944 -2.06151 1.02196  -0.013
H 4.77062 -1.09710 1.28275  0.530
H 6.44131 -2.59533 0.12879  0.473
H 0.53441 -2.73702 2.47136  0.503
H 4.02757 0.74698 -2.70508  0.262
C -0.99176 2.72389 -0.53947  0.051
C -1.85396 -2.91250 -0.36888  -1.027
C 4.18242 4.06538 0.02734  -0.729
H 0.28395 -1.45706 4.46601  0.581
H -0.77791 2.65296 3.97791  0.503
N -2.56356 -1.89617 0.23391  0.174
C 2.01695 3.09705 0.32842  0.166
H -5.86333 -3.94672 2.65099  0.479
N 2.21554 2.21251 -0.68843  0.350
H -2.98555 1.88328 -3.67026  0.543
C 4.64712 -1.47872 0.28005  -0.228
C -0.39932 1.71582 3.59079  -0.766
C 3.20088 -1.46650 -1.59959  0.589
N -8.89125 -2.24537 2.62119  -0.392
H -3.54278 -3.81005 1.79846  0.503
H 0.18555 -2.88174 -1.17599  0.715
C 4.31622 3.27694 -1.09156  -0.807
S 1.71504 -0.86518 -2.27690  -0.491
H -2.08958 0.11382 0.72078  0.727
N -0.59356 -1.07586 -0.27532  1.702
C -4.81684 -0.98395 0.39234  -0.186
H 4.96379 4.75272 0.32403  0.481
C -2.03571 3.54808 -0.90824  -0.756
C -0.32781 0.59082 4.40565  -0.735
H 5.93712 -3.34919 -2.20611  0.468
C -1.78204 -0.81859 0.27603  -0.703
C -3.91240 -1.97662 0.73423  0.452
H -4.52997 -0.18038 -0.27457  0.578
C -2.78866 3.25265 -2.03786  -0.793
N 3.51498 -1.09641 -0.34757  0.502
C -4.26572 -3.04737 1.53915  -0.596
H -3.61002 3.88855 -2.34183  0.482
H 2.15426 -2.07094 2.54332  0.445
H -0.09545 0.36948 -3.78610  0.254
H 3.83498 -2.59472 -3.29810  0.516
C 5.53482 -2.29138 -0.37421  -0.805
C -5.56120 -3.12167 2.02116  -0.829
H 4.07622 2.33707 -3.42895  0.609
C 2.97159 4.01561 0.70860  -0.698
H -2.28268 -3.88545 -0.53699  0.623
C -0.64005 -2.40220 -0.68310  -0.924
H 5.18886 3.36353 -1.72446  0.535
C 0.03631 1.63268 2.28694  -0.046
H 2.76986 4.70860 1.51545  0.469
H 2.53152 1.51021 -3.27095  0.206
H -6.83625 -0.29857 0.63114  0.475
H -2.26087 4.42953 -0.32169  0.503
C -1.38654 1.32508 -2.37779  1.245
Sb 0.07931 3.45917 1.18618  1.090
H -0.94218 -0.76625 -2.71513  0.325



C33H29NO5P2PtS as an isolated structure. Source: the OMol25 dataset; level of theory: ωB97M-V/def2-TZVPD.

## Properties
- HOMO energy (eV) = -7.3
- HOMO-LUMO gap (eV) = 6.79
- ΔE to the lowest compared entry with this formula, charge and spin (kcal/mol) = 27.1
- M (Da) = 808.69
- net charge = 0

Last column: Mulliken charge in e.
CARTESIAN COORDINATES (ANGSTROEM)
C -1.65227 2.07810 3.03192  0.024
C 4.63929 2.68030 -4.16176  -1.097
C -0.39837 0.63208 -5.68149  -0.789
H 2.41772 4.91327 0.98563  0.438
C 0.54292 2.88824 -0.97185  0.775
C 0.15941 1.55134 -3.52840  0.690
C 3.97440 -2.37817 0.11958  -0.771
C -0.78834 4.68221 -0.08456  -0.662
H -0.65078 -0.22057 -6.29808  0.463
C 0.69676 -2.56055 -2.61668  -0.840
C -0.91441 1.28063 2.04964  1.021
O 1.62718 1.45652 4.47942  -0.640
H 5.05255 0.85300 -6.43538  0.297
C 1.94757 -2.03389 -2.30836  0.723
H -0.22661 -0.53179 -3.89268  0.423
H 4.05362 -2.09061 -2.76698  0.485
H 2.70580 0.82818 -3.95322  0.266
H 0.03304 3.98644 -5.87779  0.436
H 4.39080 2.49290 -2.02998  0.210
H 3.39613 -3.21270 -0.25700  0.470
H -0.41182 -3.90759 -3.85897  0.461
O -1.31648 0.95494 0.84810  -1.023
H 4.03807 2.62187 -5.07233  0.377
C -0.68143 2.23692 4.21116  0.542
H 5.04048 3.69183 -4.10674  0.475
C 0.29444 0.83650 2.56375  0.776
O -2.77559 2.51912 2.96926  -0.645
H -0.17173 -2.23567 -2.05462  0.260
H 3.97064 1.01337 0.21230  0.301
H -1.57562 3.11123 -1.30457  0.439
C 0.56372 -3.49849 -3.63093  -0.430
C 5.40360 0.36337 -5.52780  -0.645
H 4.59860 -0.23407 -5.10071  0.070
C 0.33174 5.18965 0.56140  -0.624
N 2.23036 0.74246 -1.90369  0.167
S 6.06483 1.57239 -4.36272  -0.111
H 2.60481 2.86439 -0.37351  -0.010
H 6.22584 -0.30023 -5.79095  0.367
H 6.00544 0.58722 1.53565  0.446
C 5.44522 -0.24308 1.12788  -0.786
C 3.58379 -1.06897 -0.15098  1.142
H 3.80708 -3.73431 -4.57818  0.434
C 5.10732 -2.61356 0.88092  -0.664
C 3.78491 2.39096 -2.93419  -0.282
H 0.24582 6.08079 1.16889  0.399
C 0.21946 2.82521 -4.08874  -0.554
C 1.67971 -3.91439 -4.34186  -0.510
C -0.16514 0.45745 -4.32697  -0.153
C 1.55369 4.54227 0.45042  -0.758
H 3.98735 0.26160 -2.88324  0.443
C 0.59443 1.46233 3.85179  0.049
H 5.40877 -3.63043 1.09360  0.418
H -1.74707 5.17056 0.02505  0.419
H 2.98703 3.13799 -2.87299  0.202
H 1.57614 -4.64792 -5.13077  0.419
C 3.06964 -2.47103 -3.01509  -0.421
H 6.73802 -1.73536 1.95947  0.398
H -0.50331 2.03652 -7.29908  0.411
P 2.07994 -0.72777 -1.06171  0.146
C 5.84793 -1.54750 1.37366  -0.536
Pt 0.25445 -0.01976 -0.04050  1.448
C -0.01603 2.99580 -5.44545  -0.793
O 1.08968 0.05364 1.87673  -0.956
P 0.59246 1.28183 -1.79341  -0.351
H 0.45113 3.68124 -3.46728  0.396
C 1.66178 3.39150 -0.31666  -0.030
C -0.68806 3.52875 -0.84379  -0.374
O -0.87750 2.86158 5.21457  -0.566
C 2.93379 -3.40186 -4.03245  -0.845
C 4.30885 -0.00236 0.37351  -0.197
C 3.18527 0.99677 -2.98085  -0.551
C -0.32013 1.90068 -6.24122  -0.510



C33H30AsCl3I3N3O3RhSi as an isolated structure at a distorted geometry. Source: the OMol25 dataset; level of theory: ωB97M-V/def2-TZVPD.

## Properties
- HOMO energy (alpha / beta) (eV) = -9.8 / -9.6
- HOMO-LUMO gap (alpha / beta) (eV) = 3.79 / 3.46
- M (Da) = 1209.61
- net charge = +1

Last column: Mulliken charge in e.
CARTESIAN COORDINATES (ANGSTROEM)
I -7.73500 1.73090 1.20030  0.086
H 3.14180 3.79230 5.52780  0.448
C 4.34910 2.08300 0.36370  0.663
H 4.69750 0.60570 -1.15260  0.588
C 0.25230 -2.50280 -0.09150  0.768
H -3.61820 -1.68900 1.12910  0.542
H 6.47330 1.89600 -2.26220  0.450
H 1.00630 -1.90270 4.66570  0.254
C 2.55620 3.50590 4.66790  -0.813
N -1.85560 -1.23530 0.05620  -0.154
H 2.31190 -0.40200 -1.51470  0.024
C 1.03890 -3.64440 0.01040  -0.885
C 4.98640 1.57340 -0.76090  -0.265
C 4.05570 -0.49280 3.68550  -0.505
H 0.45870 2.45170 1.61190  0.912
C 5.27280 -0.89630 1.65730  -0.626
C -0.63140 -0.11690 3.82220  -2.348
C 4.66090 3.36110 0.81050  -0.568
C 4.88650 -1.37310 4.35720  -0.802
Cl 0.83220 4.25740 -2.14090  -0.284
H 6.56760 -2.69260 4.21280  0.410
H -1.25500 0.61490 3.34160  0.307
H 0.90840 4.77100 5.17660  0.421
O 0.76730 -0.36420 1.91890  0.610
H 3.82100 -2.37530 -1.41920  0.501
O 1.31230 1.70820 -0.49470  0.420
H -1.71530 -3.36100 0.07230  0.746
H -2.38910 -0.76300 2.00090  -0.535
C 0.45870 -0.64270 3.12340  1.195
C 4.25130 -0.23180 2.33230  1.077
C -5.03450 2.79250 0.25450  -0.212
Cl -0.49450 1.16040 -2.61940  -0.107
Si 1.18860 2.30480 -1.93660  0.190
C -1.16270 -2.48210 0.42180  -0.551
H -1.11650 -2.54620 1.51700  -0.145
H 2.99820 -4.46690 -0.34240  0.465
H 0.62190 -4.53590 0.45610  0.503
C 2.35080 -3.60750 -0.43860  -0.593
H 6.92040 -2.25140 1.81600  0.457
C 6.30770 3.56570 -0.93030  -0.661
C 2.82060 -2.43580 -1.01720  -0.716
H 5.89950 5.07650 0.52830  0.440
C 6.10930 -1.76530 2.33620  -0.760
H 4.73360 -1.55930 5.40920  0.458
H 2.00780 -1.96960 3.24820  0.252
C -2.90200 1.56960 0.31350  0.164
H 5.43150 -0.71770 0.60120  0.306
Rh -0.36590 0.20050 -0.15180  0.372
C 1.98470 -1.33330 -1.06960  0.056
H -0.63660 -0.13550 4.89320  0.549
H 4.06670 2.18390 3.90730  0.544
C 5.97190 2.30640 -1.39880  -1.047
C 2.31330 2.20960 2.65650  0.269
C -4.98400 0.46990 0.91200  -0.792
H 3.25830 0.00600 4.22070  0.409
N 1.25660 -1.54120 3.76250  -0.094
H 4.14640 3.78260 1.66630  0.325
H -5.51670 -0.40620 1.25290  0.440
C 5.64600 4.09170 0.16660  -0.772
N 0.74170 -1.35800 -0.59040  0.322
H 7.08270 4.13430 -1.42240  0.404
C -3.68080 2.73060 0.03610  -0.642
H -0.42720 4.10470 3.21130  0.518
C -2.89200 -0.87300 1.03040  -0.042
H -2.29570 -1.34860 -0.86260  0.224
O -1.62960 1.66360 0.20440  -0.245
C 1.05100 2.75640 2.46660  -1.215
C -5.68570 1.65750 0.72420  -0.499
I -2.60810 4.36450 -0.71610  0.035
C 3.06920 2.59060 3.76350  -0.408
As 3.04340 0.98460 1.33770  1.835
Cl 2.71260 1.75950 -3.15070  -0.252
H -5.57350 3.70820 0.06740  0.407
C 0.55140 3.68010 3.36980  -0.748
C -3.62010 0.40020 0.70990  0.267
C 1.30030 4.05410 4.47270  -0.668
C 5.91540 -2.01250 3.68620  -0.709
I -2.29350 -2.49740 4.18290  0.026